Here is a structure of composition C11H25CoN2O4P2 from the Open Molecules 2025 dataset. Energies are from ωB97M-V/def2-TZVPD.

The HOMO-LUMO gap (spin up / spin down) is 2.8 / 5.0 eV. Its multiplicity is 5. As for the energy: -79179.719 eV. As for the highest occupied orbital energy (spin up / spin down): -3.7 / -8.0 eV. As for the lowest unoccupied orbital energy (spin up / spin down): -0.827 / -3.028 eV. The relative energy (zero: lowest compared OMol25 entry of this formula, charge and spin) comes out at 37.11 kJ/mol.

CARTESIAN COORDINATES (ANGSTROEM)
C1 1.31298 0.74272 -3.23333
C2 1.02499 0.74612 -1.86719
N1 0.53276 -0.39188 -1.34201
C3 0.30520 -1.54038 -1.99792
C4 0.56849 -1.56469 -3.37244
C5 1.07957 -0.41431 -3.97635
C6 1.19425 1.92328 -0.93426
P1 1.27668 1.31699 0.83472
Co1 -0.02274 -0.27564 0.43974
P2 -1.05149 -2.08591 0.37236
C7 -0.25592 -2.70775 -1.19527
O1 -0.97197 3.79672 -0.79220
O2 -2.16160 2.63657 1.39221
H1 1.74471 1.63697 -3.67998
H2 0.33650 -2.46670 -3.93903
H3 1.30797 -0.42741 -5.04348
C8 3.04272 1.03851 1.10440
C9 1.01510 2.81126 1.79976
H4 -1.01639 -3.27735 -1.74042
H5 0.51477 -3.41603 -0.86481
H6 0.34850 2.67055 -0.99610
H7 2.13037 2.47220 -1.09606
C10 -1.12485 -3.56780 1.39698
C11 -2.81321 -2.02454 -0.17393
H8 -1.96290 1.69080 1.16031
H9 -2.24905 2.61439 2.36144
H10 -1.49279 3.48293 -0.01864
H11 -1.60731 3.83552 -1.54585
H12 0.69414 -1.12293 1.32602
H13 -1.22762 0.41296 0.82202
H14 3.58941 1.96131 0.87325
H15 3.15476 0.77624 2.16382
H16 3.39898 0.21441 0.47963
H17 1.72668 3.57745 1.46180
H18 -0.01661 3.16508 1.69218
H19 1.20329 2.56720 2.85088
H20 -3.10234 -3.01325 -0.56451
H21 -3.42926 -1.77051 0.70163
H22 -2.95302 -1.26098 -0.95072
H23 -1.59686 -4.38671 0.83585
H24 -0.11063 -3.84644 1.69932
H25 -1.71308 -3.34738 2.29579
O3 0.48554 -1.81112 3.29998
N2 -0.20389 -1.17358 4.12219
O4 -0.90481 -0.19688 3.83822